(i)
C4H12 | the ωB97M-V functional and the def2-TZVPD basis

Values from the calculation:
**Total charge**: -1
**Multiplicity**: 2
**HOMO-LUMO gap (spin up / spin down)**: 0.101 / 0.439 Ha
**LUMO (spin up / spin down)**: 4.296 / 4.304 eV
**Molecular weight**: 60.1 g/mol

Last columns: bonded neighbours and bond lengths (Å).
Atoms and positions in Å:
1 C -1.7088 1.5102 0.1067  C2 1.534, H3 1.100, H4 1.057, H5 1.054
2 C -1.3868 1.1581 1.5641  C1 1.534, H6 1.153, H7 1.060, H8 1.087
3 H -0.8917 2.0584 -0.3858  C1 1.100
4 H -2.0031 0.5447 -0.2076  C1 1.057
5 H -2.4413 2.2595 0.2181  C1 1.054
6 H -1.3328 2.1268 2.1875  C2 1.153
7 H -0.5166 0.5644 1.6820  C2 1.060
8 H -2.1374 0.4727 1.9485  C2 1.087
9 C 1.4815 -1.3070 -1.6678  C10 1.570, H11 1.027, H12 0.986, H13 1.120
10 C 1.7356 -1.3494 -0.1188  C9 1.570, H14 1.114, H15 1.070, H16 1.058
11 H 1.6258 -0.4615 -2.2318  C9 1.027
12 H 1.9221 -1.9921 -2.2240  C9 0.986
13 H 0.3941 -1.5105 -1.8394  C9 1.120
14 H 1.9458 -2.3422 0.3398  C10 1.114
15 H 0.8288 -1.0032 0.3315  C10 1.070
16 H 2.4848 -0.7289 0.2970  C10 1.058

---

(ii)
C4H12 | the ωB97M-V functional and the def2-TZVPD basis

Values from the calculation:
**Total charge**: -1
**Multiplicity**: 2
**HOMO-LUMO gap (spin up / spin down)**: 0.046 / 0.395 Ha
**LUMO (spin up / spin down)**: 2.999 / 3.121 eV
**Molecular weight**: 60.1 g/mol

Last columns: bonded neighbours and bond lengths (Å).
Atoms and positions in Å:
1 C -1.6144 -4.5860 -3.3482  C2 1.545, H3 1.093, H4 1.088, H5 1.089
2 C -2.5314 -3.4602 -3.8752  C1 1.545, H6 1.094, H7 1.097, H8 1.095
3 H -1.3484 -4.3123 -2.3235  C1 1.093
4 H -0.7160 -4.6901 -3.9536  C1 1.088
5 H -2.1927 -5.5080 -3.3161  C1 1.089
6 H -3.5223 -3.8875 -4.0568  C2 1.094
7 H -2.7023 -2.6123 -3.1999  C2 1.097
8 H -2.2166 -2.8989 -4.7606  C2 1.095
9 C 2.0559 3.9875 4.3852  C10 1.508, H11 1.094, H12 1.091, H13 1.088
10 C 2.2172 4.0125 2.8858  C9 1.508, H14 1.095, H15 1.102, H16 1.089
11 H 2.0402 2.9379 4.6945  C9 1.094
12 H 1.0946 4.3956 4.6999  C9 1.091
13 H 2.8292 4.5136 4.9417  C9 1.088
14 H 1.6261 3.2258 2.4049  C10 1.095
15 H 1.7789 4.9004 2.4012  C10 1.102
16 H 3.2018 3.9819 2.4207  C10 1.089

---

(iii)
C4H12 | the ωB97M-V functional and the def2-TZVPD basis

Values from the calculation:
**Total charge**: -1
**Multiplicity**: 2
**HOMO-LUMO gap (spin up / spin down)**: 0.099 / 0.427 Ha
**LUMO (spin up / spin down)**: 4.214 / 4.444 eV
**Molecular weight**: 60.1 g/mol

Last columns: bonded neighbours and bond lengths (Å).
Atoms and positions in Å:
1 C -1.2451 0.6017 -2.0524  C2 1.529, H3 0.967, H4 1.057, H5 1.049
2 C 0.1135 1.1235 -1.5819  C1 1.529, H6 1.167, H7 1.127, H8 1.088
3 H -1.4733 -0.3049 -1.8038  C1 0.967
4 H -1.9093 1.1626 -1.4516  C1 1.057
5 H -1.2313 0.7827 -3.0860  C1 1.049
6 H 0.2429 2.2196 -1.2040  C2 1.167
7 H 0.8918 1.1326 -2.3962  C2 1.127
8 H 0.3926 0.6196 -0.6587  C2 1.088
9 C 0.9473 -0.5596 2.3396  C10 1.485, H11 1.143, H12 1.024, H13 1.079
10 C 0.1549 -1.3319 1.3493  C9 1.485, H14 1.161, H15 1.006, H16 1.147
11 H 1.3770 0.3230 1.7548  C9 1.143
12 H 0.1981 -0.4003 3.0199  C9 1.024
13 H 1.8710 -0.9652 2.7211  C9 1.079
14 H -0.3956 -0.6445 0.5927  C10 1.161
15 H 0.7617 -1.7840 0.6869  C10 1.006
16 H -0.6962 -1.9749 1.7704  C10 1.147

---

If you had to bet on the most stable structure above, which would it be? Bet on (ii).